Record 1
Molecular formula: C5H12N2
Method: DFT, wB97M-V/def2-TZVPD

Summary:
LUMO level   1.05 eV
Relative energy (zero: lowest compared OMol25 entry of this formula, charge and spin)   17.0 kcal per mole
HOMO   -0.3108 Eh
SMILES   C=C(N)C[C@H](C)N
HOMO-LUMO gap   9.51 eV

```
19
Properties=species:S:1:pos:R:3:forces:R:3
C -1.87620 -0.36133 -0.36061 0.07 0.46 -0.28
C -0.88709 0.69055 0.12112 -0.38 0.00 0.77
C 0.51586 0.49244 -0.44505 0.56 0.95 0.33
C 1.34849 -0.58256 0.20335 -0.79 -1.15 -0.40
C 2.03652 -1.47411 -0.51457 0.05 0.49 -0.23
N 1.30869 -0.62425 1.60228 0.20 -0.03 0.59
N -1.46055 2.03233 -0.06425 0.38 -0.15 -0.56
H -2.83808 -0.22553 0.13954 0.15 -0.20 0.02
H -1.46094 -1.34900 -0.19992 -0.11 -0.30 0.13
H -2.04759 -0.25714 -1.43667 0.02 0.02 -0.01
H -0.81476 0.58497 1.20762 -0.02 0.03 0.01
H 1.08347 1.41568 -0.27109 -0.17 0.15 0.12
H 0.46748 0.41692 -1.52579 0.08 -0.46 -0.24
H 2.58899 -2.29257 -0.07368 0.06 0.05 0.06
H 2.09298 -1.32434 -1.58398 0.06 -0.20 -0.02
H 1.88195 -1.35829 1.99423 0.17 0.02 -0.18
H 0.40024 -0.70682 2.03750 -0.11 0.30 -0.27
H -1.55994 2.19852 -1.06376 -0.17 0.01 0.01
H -0.77952 2.72452 0.23372 -0.06 0.01 0.15
```
Positions in Å, forces in eV/Å.

Atomic partial charges in e from the Löwdin method, atoms 1 to 6: -0.061 -0.480 -0.141 -0.433 0.029 0.080



Record 2
Molecular formula: C5H12N2
Method: DFT, wB97M-V/def2-TZVPD

Summary:
LUMO level   0.93 eV
Relative energy (zero: lowest compared OMol25 entry of this formula, charge and spin)   55.6 kcal per mole
HOMO   -0.2789 Eh
SMILES   C=C(CCN)NC
HOMO-LUMO gap   8.52 eV

```
19
Properties=species:S:1:pos:R:3:forces:R:3
C 0.76641 -1.20329 0.93951 -0.10 -2.46 -2.21
C -0.69344 -0.91371 0.50715 2.01 1.16 -0.70
C -0.73117 0.56828 0.13850 -2.43 -1.54 -2.02
C -1.75381 1.32891 0.60552 2.31 0.25 -0.95
C 0.63474 0.31421 -2.10968 0.65 -0.52 1.08
N -0.01134 0.99877 -0.98510 1.20 0.47 0.46
N 1.33320 -0.42021 1.97246 -0.17 -0.13 0.85
H 1.32793 -1.25373 -0.03785 0.01 0.94 1.19
H 0.81269 -2.29982 1.12194 -0.10 0.38 0.75
H -1.44696 -1.15307 1.22546 -0.31 0.06 0.76
H -0.83926 -1.58436 -0.33316 -0.29 0.10 -0.46
H -2.62261 0.78482 0.90957 -0.32 0.55 0.96
H -1.62352 2.34759 0.21839 -1.32 -0.09 0.46
H 1.59674 0.79079 -2.38045 -0.71 0.26 -0.08
H 0.97862 -0.69359 -1.87176 -0.45 -0.04 0.21
H -0.04682 0.23051 -2.94770 0.00 0.12 -0.37
H -0.24032 1.93954 -1.26177 -0.15 -0.01 0.22
H 1.98162 0.30766 1.72972 -0.24 0.15 -0.27
H 0.57729 -0.08930 2.55926 0.43 0.37 0.13
```
Positions in Å, forces in eV/Å.

Atomic partial charges in e from the Löwdin method, atoms 1 to 6: -0.332 -0.146 -0.378 0.010 -0.094 -0.044



Q: LUMO level of number 2 (C5H12N2)?
A: 0.93 eV